DFT (ωB97M-V with the def2-TZVPD basis set) results for a structure of composition C16H26AgFNO2Pb.

Values from the calculation:
- multiplicity = 3
- expectation value of S² = 2.0120
- F_max (eV/Å) = 4.78
- LUMO (alpha / beta) (eV) = -5.05 / -5.09
- HOMO level (alpha / beta) (Eh) = -0.352 / -0.413
- total charge = +1

Last column: Mulliken charge in e.
Cartesian coordinates (Å):
Pb1 25.36542 -15.90188 7.01868  0.744
Ag1 22.84300 -18.21252 8.40071  0.636
C1 25.80093 -17.81627 10.14408  -0.301
O1 25.11617 -17.59526 8.93528  -0.595
H1 26.83584 -17.65445 9.84263  -0.103
H2 25.52374 -17.03349 10.85013  0.298
H3 25.59677 -18.81213 10.53739  0.282
C2 30.06268 -14.26200 6.64406  -1.912
C3 29.03418 -15.15077 7.33538  1.664
C4 29.69305 -15.83148 8.49645  -1.391
C5 29.85148 -15.01083 9.79299  -0.423
C6 28.50505 -14.52571 10.22714  -1.321
C7 27.67973 -13.71467 9.08666  1.565
N1 27.76238 -14.50208 7.78604  0.897
O2 27.12470 -13.83657 6.68431  -0.499
C8 28.20638 -12.24318 8.98416  -1.589
C9 26.24973 -13.69046 9.58293  -1.657
C10 28.68024 -16.23623 6.24026  -2.151
H4 30.71822 -13.73152 7.33467  0.357
H5 29.50516 -13.56106 6.02280  0.450
H6 30.71494 -14.75296 5.92183  0.456
H7 30.69670 -16.14065 8.20458  0.341
H8 29.18770 -16.77890 8.68382  0.385
H9 30.71004 -14.34279 9.86152  0.378
H10 30.11062 -15.62558 10.65499  0.286
H11 28.58759 -13.89467 11.11205  0.502
H12 27.90992 -15.29947 10.71215  0.383
H13 29.06397 -12.24414 8.31137  0.350
H14 28.53360 -11.69639 9.86848  0.346
H15 27.48524 -11.57410 8.51471  0.375
H16 25.79467 -14.68041 9.55139  0.102
H17 25.56141 -13.00896 9.08305  0.280
H18 26.18832 -13.20199 10.55541  0.460
H19 28.16876 -16.00789 5.30519  0.493
H20 28.16705 -17.15871 6.51183  0.434
H21 29.50350 -16.76852 5.76380  0.479
F1 27.84366 -17.66347 14.16480  -0.355
C11 28.60080 -18.34235 13.28431  0.887
C12 29.93603 -18.00869 13.19753  -0.798
C13 30.73883 -18.72664 12.22486  -0.236
C14 30.13162 -19.72843 11.39916  -0.864
C15 28.72073 -19.91018 11.60427  -0.009
C16 27.95831 -19.31442 12.54527  -0.807
H22 30.40219 -17.27458 13.83798  0.486
H23 31.80925 -18.59597 12.16519  0.422
H24 30.55041 -20.24053 10.54549  0.429
H25 28.18243 -20.60559 10.97734  0.349
H26 26.90826 -19.40302 12.78177  0.495